Entry 1:
Entry from the Open Molecules 2025 dataset: a molecular structure, C31H43FN4O2S6Ti (ωB97M-V/def2-TZVPD).

Structure (XYZ):
```
88
C31H43FN4O2S6Ti | the Open Molecules 2025 dataset | ωB97M-V/def2-TZVPD
Ti 0.50 -0.93 -0.33
C -1.35 -3.85 -1.66
C 0.04 -4.40 -1.88
S 1.25 -3.07 -2.08
C 2.66 -3.86 -1.29
C 3.81 -2.87 -1.26
S 3.34 -1.25 -0.59
C 3.72 -1.48 1.17
C 2.85 -2.50 1.85
S 0.69 -1.89 2.19
C 0.22 -3.62 1.80
C -1.16 -3.81 1.18
S -1.49 -2.73 -0.24
H -2.08 -4.65 -1.54
H -1.66 -3.23 -2.50
H 0.04 -5.03 -2.77
H 0.36 -5.01 -1.03
H 2.94 -4.75 -1.86
H 2.40 -4.17 -0.28
H 4.17 -2.68 -2.27
H 4.64 -3.25 -0.67
H 3.58 -0.48 1.58
H 4.80 -1.69 1.21
H 3.10 -2.50 2.92
H 3.06 -3.52 1.49
H 0.29 -4.20 2.73
H 0.98 -3.96 1.12
H -1.95 -3.63 1.90
H -1.26 -4.85 0.84
C -1.09 3.68 -7.76
C -1.13 2.64 -6.66
C 0.00 2.39 -5.88
C -0.04 1.43 -4.88
C -1.21 0.71 -4.66
C -2.34 0.95 -5.43
C -2.29 1.91 -6.42
S -1.25 -0.52 -3.39
O -0.44 -1.62 -3.86
O -2.64 -0.79 -3.12
N -0.51 0.11 -2.12
C -1.23 0.98 -1.32
C -2.05 2.04 -1.73
C -2.62 2.84 -0.77
C -2.38 2.58 0.58
C -1.58 1.51 0.91
N -1.03 0.72 -0.01
H -0.16 4.23 -7.74
H -1.91 4.39 -7.65
H -1.19 3.21 -8.74
H 0.90 2.95 -6.05
H 0.83 1.24 -4.26
H -3.24 0.39 -5.22
H -3.17 2.11 -7.02
H -2.21 2.22 -2.78
H -3.25 3.67 -1.07
H -2.82 3.19 1.36
H -1.38 1.25 1.94
F -4.24 -0.46 5.46
C -3.21 -0.82 4.66
C -2.05 -1.28 5.25
C -0.99 -1.62 4.41
C -1.07 -1.53 3.02
C -2.27 -1.07 2.49
C -3.34 -0.70 3.30
H -1.98 -1.36 6.32
H -0.06 -1.97 4.86
H -2.40 -0.96 1.42
H -4.27 -0.34 2.88
C 2.27 0.62 4.58
C 1.45 1.69 3.88
N 1.34 1.37 2.46
C 1.59 2.17 1.42
S 1.95 1.56 -0.12
N 1.59 3.52 1.62
C 0.57 4.24 2.39
C 1.18 5.38 3.19
H 2.33 0.85 5.65
H 3.28 0.58 4.18
H 1.81 -0.36 4.46
H 1.93 2.66 3.97
H 0.45 1.75 4.33
H 1.32 0.38 2.23
H 1.85 3.99 0.77
H 0.06 3.54 3.05
H -0.18 4.62 1.70
H 1.89 5.01 3.92
H 0.40 5.93 3.71
H 1.70 6.07 2.53
```

Results
<S²> ... 2.00
2S+1 ... 3
Gap between HOMO and LUMO (spin up / spin down) ... 6.54 / 6.57 eV
Energy relative to the best compared isomer or geometry (same formula, charge and spin) ... 101.0 kJ/mol
LUMO energy (spin up / spin down) ... 0.50 / 0.50 eV

List of Mulliken charges in e, atom by atom: Ti 0.577; C -0.925; C -0.768; S 0.219; C -0.265; C -1.134; S -0.048; C -0.205; C -1.415; S 0.391; C -0.447; C -1.196; S 0.113; H 0.562; H 0.345; H 0.596; H 0.356; H 0.590; H -0.168; H 0.456; H 0.506; H 0.003; H 0.610; H 0.485; H 0.459; H 0.481; H -0.279; H 0.512; H 0.717; C -1.458; C 1.052; C -0.907; C -0.433; C -0.651; C -0.264; C -0.702; S 1.517; O -0.796; O -0.726; N 0.577; C -0.250; C -0.620; C -0.748; C -1.522; C -0.556; N 0.969; H 0.339; H 0.342; H 0.323; H 0.301; H 0.420; H 0.512; H 0.384; H 0.366; H 0.433; H 0.588; H 0.800; F -0.364; C 0.262; C -0.934; C -0.915; C 1.073; C -0.367; C -0.708; H 0.455; H 0.385; H 0.135; H 0.513; C -1.313; C -0.159; N 1.216; C 0.327; S -0.431; N -0.119; C -0.343; C -1.345; H 0.443; H 0.328; H 0.198; H 0.232; H 0.259; H -1.269; H 0.393; H 0.226; H 0.410; H 0.283; H 0.396; H 0.318

Entry 2:
Entry from the Open Molecules 2025 dataset: a molecular structure, C22H26Cl2N2ORuSe2 (ωB97M-V/def2-TZVPD).

Structure (XYZ):
```
56
C22H26Cl2N2ORuSe2 | the Open Molecules 2025 dataset | ωB97M-V/def2-TZVPD
Ru 0.57 0.32 0.30
C -2.41 1.14 1.81
N -1.82 -0.03 1.17
C -2.63 -0.47 0.04
C -1.67 -1.13 2.14
C -0.75 -2.18 1.58
C -1.04 -3.54 1.65
C -0.17 -4.46 1.09
C 0.99 -4.05 0.46
C 1.30 -2.69 0.41
C 0.43 -1.76 0.95
H -3.37 0.92 2.28
H -2.55 1.93 1.08
H -1.73 1.51 2.59
H -3.63 -0.81 0.36
H -2.13 -1.30 -0.48
H -2.77 0.35 -0.67
H -2.65 -1.55 2.39
H -1.24 -0.71 3.05
H -1.93 -3.88 2.14
H -0.41 -5.52 1.13
H 1.66 -4.77 0.01
H 2.22 -2.39 -0.07
Cl 1.41 -2.83 -3.22
C 0.28 -1.55 -3.33
C -0.75 -1.60 -4.26
C -1.64 -0.54 -4.39
Cl -2.87 -0.60 -5.59
C -1.58 0.57 -3.51
C -2.46 1.67 -3.54
C -2.35 2.64 -2.57
C -1.43 2.47 -1.54
N -0.58 1.46 -1.50
C -0.60 0.56 -2.50
C 0.45 -0.44 -2.46
O 1.44 -0.28 -1.68
H -0.84 -2.46 -4.91
H -3.21 1.73 -4.31
H -2.99 3.51 -2.59
H -1.38 3.17 -0.71
C 3.56 -0.96 2.65
Se 3.32 0.00 0.96
C 3.61 1.80 1.72
C 2.43 2.32 2.51
Se 0.83 2.71 1.41
C 1.69 3.87 0.08
H 4.62 -0.98 2.89
H 3.19 -1.97 2.51
H 3.00 -0.46 3.43
H 3.85 2.45 0.88
H 4.49 1.73 2.36
H 2.69 3.24 3.04
H 2.08 1.58 3.25
H 2.39 4.53 0.59
H 0.91 4.47 -0.39
H 2.18 3.27 -0.67
```

Results
<S²> ... 8.77
2S+1 ... 6
Gap between HOMO and LUMO (spin up / spin down) ... 7.17 / 5.34 eV
Energy relative to the best compared isomer or geometry (same formula, charge and spin) ... 66.4 kJ/mol
Net charge ... +1
LUMO energy (spin up / spin down) ... -2.89 / -4.74 eV

List of natural (NBO) charges in e, atom by atom: Ru 1.312; C -0.414; N -0.459; C -0.435; C -0.268; C 0.024; C -0.232; C -0.189; C -0.211; C -0.236; C -0.397; H 0.201; H 0.205; H 0.203; H 0.199; H 0.226; H 0.208; H 0.200; H 0.211; H 0.217; H 0.225; H 0.225; H 0.218; Cl 0.056; C -0.112; C -0.208; C -0.067; Cl 0.038; C -0.042; C -0.116; C -0.270; C 0.053; N -0.513; C 0.089; C 0.313; O -0.697; H 0.252; H 0.247; H 0.240; H 0.195; C -0.770; Se 0.420; C -0.584; C -0.549; Se 0.347; C -0.772; H 0.240; H 0.256; H 0.219; H 0.238; H 0.250; H 0.246; H 0.237; H 0.243; H 0.250; H 0.239